ORCA calculation (ωB97M-V with the def2-TZVPD basis set) on a cluster of 12 separate species, C43H57F27N2O21 in total.

Properties
Charge: 0
Structure (SMILES): CCOC(=O)C(F)(F)F.CCOC(=O)C(F)(F)F.CCOC(=O)C(F)(F)F.CCOC(=O)C(F)(F)F.CCOC(=O)C(F)(F)F.CCOC(=O)C(F)(F)F.CCOC(=O)C(F)(F)F.CCOC(=O)C(F)(F)F.CCOC(=O)C(F)(F)F.COC(=O)OC.CC#N.CC#N
E_LUMO: 0.16 eV
2S+1: 1
HOMO energy: -10.80 eV
E: -6058.618594 Ha

The geometry in XYZ format:
```
150
Properties=species:S:1:pos:R:3:forces:R:3
C -4.047080 28.303870 -4.675650 -0.9362 -0.4928 -1.2558
C -3.840180 28.779120 -3.292520 -0.2542 -0.2786 0.0607
O -2.481760 29.033520 -3.010730 3.6029 -0.7233 1.6789
C -1.668170 28.025390 -2.473500 -2.2143 0.4780 -1.4405
O -1.986440 26.873510 -2.394650 0.1985 0.5913 0.1405
C -0.280800 28.471070 -1.944020 1.1912 -0.2031 0.0867
F 0.071860 29.715630 -2.256050 -0.0830 -0.3393 -0.5132
F -0.277690 28.408060 -0.613640 -0.3866 -0.1476 0.2670
F 0.709810 27.595180 -2.346710 -1.3513 1.1028 -0.0827
H -5.127000 28.299840 -4.823500 -0.2480 -0.4038 0.0772
H -3.680880 27.287600 -4.821190 0.0399 0.2033 -0.1107
H -3.746900 28.961400 -5.491510 0.6711 0.1140 0.3016
H -4.195140 27.997100 -2.621290 -0.2313 0.3125 0.2799
H -4.339100 29.740990 -3.174180 0.0008 -0.1519 0.4613
C 7.087620 21.430190 1.714840 -0.6179 0.9734 -0.8414
C 7.054150 22.900470 1.210370 -0.5869 -2.0252 0.6482
O 8.310630 23.440670 1.421450 2.8544 1.7660 0.7030
C 9.318660 23.319710 0.553280 -2.8297 -2.0702 -3.0434
O 9.217130 22.604300 -0.452260 1.0869 1.6277 2.2375
C 10.421760 24.360960 0.802950 -0.9309 -0.2873 -0.5467
F 10.656020 25.049440 -0.352180 0.2181 -0.7796 1.2501
F 9.909630 25.199170 1.696050 1.0153 0.6996 0.2454
F 11.527890 23.773650 1.263200 -0.0568 0.6419 -0.2881
H 7.838730 20.915230 1.115880 -0.1945 -0.3514 0.2014
H 6.079060 21.053060 1.545490 0.1505 -0.4593 -0.0404
H 7.287690 21.360610 2.784060 0.1966 0.1700 -0.1228
H 6.383850 23.465040 1.858480 -0.0725 0.2327 -0.4640
H 6.820100 22.974350 0.148360 -0.3224 -0.0731 0.0797
C -1.020520 23.666030 -1.671690 0.3563 -0.8043 1.0542
C -0.837950 22.626820 -2.765990 1.2493 0.4844 0.8758
O -1.536740 23.000740 -3.957640 0.1498 1.0824 -1.1648
C -0.957950 23.966340 -4.714190 3.0250 -0.7634 0.2881
O 0.217010 24.376680 -4.608090 -3.8105 -0.9374 -0.1755
C -1.904250 24.459150 -5.895120 1.4276 -1.0920 2.3970
F -2.178210 25.716950 -5.563010 -1.4787 0.4912 0.1547
F -1.250670 24.556650 -7.027210 -0.1386 -0.8779 -0.7987
F -2.969400 23.629320 -5.944530 0.4888 1.4218 -0.7056
H -2.055460 23.639950 -1.330620 -0.0925 0.3825 -0.1935
H -0.629810 24.681380 -1.738900 -0.2753 -0.0544 -0.8854
H -0.466500 23.271950 -0.819710 0.0356 -0.1871 0.2382
H -1.119550 21.659210 -2.350610 -1.1178 0.0663 -0.6383
H 0.205060 22.402950 -2.989890 0.2397 0.6995 -0.2954
C 6.306140 31.739350 6.344780 -1.9699 0.3459 -0.1969
C 4.786010 31.417190 6.189920 0.6459 0.2009 1.7856
O 4.624100 30.069560 5.737640 -1.3264 -1.4843 -1.4997
C 3.386130 29.541210 5.861200 -2.9130 1.4761 3.1831
O 2.449680 30.052140 6.543180 3.4804 -1.8012 -2.9253
C 3.154750 28.105820 5.188080 -0.3233 2.2769 -0.3534
F 2.552580 28.309420 3.988550 -0.4768 0.3461 0.6356
F 4.298870 27.568220 4.915820 1.5393 -1.1613 0.0906
F 2.401040 27.305840 5.921400 0.1841 0.2778 -0.0242
H 6.755520 31.590260 5.362980 0.5066 -0.2119 0.3942
H 6.747800 31.246760 7.211030 0.1435 -0.4149 -0.5166
H 6.346120 32.804450 6.572960 0.0949 0.1061 -0.1258
H 4.269670 32.152450 5.572750 0.0500 -0.3376 -0.4324
H 4.250090 31.383940 7.138490 0.2710 0.6988 0.2359
C 6.512160 24.750480 -4.053960 -0.0496 -1.5755 1.1693
C 6.708950 23.690520 -2.869730 -0.3539 2.3107 -0.8262
O 7.385770 22.526000 -3.269020 0.3029 -2.9696 -1.4919
C 6.717210 21.510430 -3.906610 -4.6949 2.8621 1.0060
O 5.456900 21.533330 -4.062000 4.8367 -0.4402 0.2792
C 7.545560 20.276400 -4.308770 0.0819 0.1452 0.7542
F 7.531530 20.072110 -5.616590 -0.4056 -0.0720 -0.1479
F 8.807140 20.342390 -3.927120 0.4278 0.2833 0.1612
F 6.992120 19.238370 -3.658980 -0.0782 -0.1175 -0.4176
H 6.177140 25.653280 -3.543260 -0.2067 0.0946 -0.4418
H 5.817170 24.363600 -4.799220 -0.3202 0.2606 0.2440
H 7.421250 24.977720 -4.610760 0.2839 -0.1363 0.4515
H 5.786050 23.481830 -2.328630 -0.3407 -0.3488 -0.4984
H 7.318630 24.182910 -2.112140 0.4831 -0.3748 -0.1898
C 4.006470 30.671540 -0.200450 -0.1068 0.7397 -0.6128
C 4.668790 29.653170 -1.136530 -1.1219 0.6410 0.0775
O 5.660190 29.020390 -0.368800 2.6012 -3.1301 -0.2684
C 6.351260 28.001480 -1.010770 0.0017 0.6919 -3.4029
O 6.377940 27.796780 -2.243030 -0.6856 0.7289 3.9739
C 7.305620 27.123170 -0.124030 -1.9796 0.8530 0.3929
F 8.552830 27.426020 -0.394680 0.4136 -0.1071 0.1209
F 7.002870 27.387040 1.155360 0.6326 -0.1845 0.2036
F 7.090510 25.815870 -0.324080 0.2193 0.4054 -0.2134
H 3.231890 31.213900 -0.742640 -0.5511 -0.5514 -0.0316
H 4.573500 31.541460 0.130910 0.9562 -0.4042 -0.0766
H 3.618900 30.202750 0.704050 -0.2180 -0.1623 -0.2538
H 5.081470 30.010770 -2.079880 0.0409 0.4164 0.2060
H 3.941010 28.883770 -1.394340 -0.2181 0.0313 -0.1176
C 2.645380 24.271890 -2.179110 -0.3628 0.9078 -0.0608
C 3.456020 25.558570 -2.027870 0.7123 -0.8447 -0.3088
O 3.146210 26.379000 -0.880570 0.0215 -0.0565 1.7080
C 3.573480 25.998350 0.339190 2.7833 -4.4966 -0.7029
O 4.275360 24.961250 0.604720 -2.9549 4.4517 -1.2963
C 3.167650 26.951990 1.468550 -0.8706 -1.6490 1.1098
F 2.951810 26.232300 2.602580 -0.8715 -0.2460 -1.1392
F 4.147360 27.729850 1.842660 0.8128 1.6073 -0.8048
F 2.055240 27.619640 1.110170 0.7019 0.1103 0.5737
H 3.039590 23.772500 -3.064160 0.1188 -0.2235 0.0761
H 1.635850 24.583610 -2.447030 -0.1751 -0.2947 0.1422
H 2.618230 23.604660 -1.317610 0.2406 0.1325 -0.0070
H 3.260560 26.170500 -2.908460 -0.0397 0.2802 0.2897
H 4.527190 25.357090 -2.017510 -0.0033 -0.0034 0.1991
C 0.288970 27.603540 -7.222600 -0.0464 -0.9118 -0.6698
C 1.661980 27.091160 -6.780290 -0.6315 1.4706 0.6687
O 1.818240 25.639850 -6.887340 0.7292 0.2877 0.2583
C 2.967360 25.016760 -6.562530 3.0607 3.2949 -0.2421
O 4.098110 25.547180 -6.350470 -4.6185 -2.0202 -0.4073
C 2.841950 23.488580 -6.685690 -0.5127 -0.7020 -1.7041
F 1.615910 23.052750 -7.045380 0.3169 0.5500 0.1633
F 3.678010 23.086790 -7.691690 -0.3452 0.3514 0.9094
F 3.155140 22.860770 -5.580500 0.5376 -0.0863 0.6967
H -0.562620 27.151400 -6.714200 0.1539 -0.0499 -0.0963
H 0.225200 27.465210 -8.301910 -0.4197 -0.2930 -0.0445
H 0.228730 28.686020 -7.109870 0.3007 0.0028 0.3987
H 1.770490 27.451060 -5.757160 0.4191 -0.7712 0.3075
H 2.304600 27.752240 -7.361770 0.9888 -1.0902 -0.2324
C 4.262530 20.917560 -0.620280 -0.8096 -0.4831 0.7638
C 3.552090 19.602720 -0.167380 1.2904 0.7346 0.2223
O 2.173450 19.899990 -0.101080 -1.9033 0.7683 -0.7771
C 1.273940 19.029860 0.330150 1.9617 -3.6924 0.7220
O 1.534460 17.860540 0.671060 -1.0096 3.4949 -1.0458
C -0.133910 19.610940 0.506830 -2.2719 -0.9807 1.9321
F -0.349140 20.836450 0.041030 0.2206 -0.6205 -0.7147
F -1.110660 18.723540 0.153680 1.1413 0.9469 -1.2855
F -0.391260 19.676790 1.837860 1.0568 0.5423 0.3306
H 4.022410 21.643840 0.156220 0.2835 0.2264 0.0360
H 3.879760 21.351840 -1.543850 -0.0385 -0.4173 -0.1788
H 5.343520 20.800920 -0.697470 -0.0877 -0.1444 0.0261
H 3.800220 19.372620 0.868760 0.6037 -0.2367 -0.1276
H 3.814470 18.759190 -0.805900 -0.4769 -0.1069 -0.0200
C -3.974130 23.735590 2.385630 -1.1790 -0.0707 -0.7064
O -2.999450 24.750760 2.352700 2.7072 0.3932 0.1355
C -1.711520 24.362460 2.156330 1.5394 -2.6704 -0.4361
O -1.322440 23.189970 1.988670 -1.6714 3.1819 0.5220
O -0.769200 25.342770 2.156580 -1.2935 -0.4446 0.1178
C -1.125680 26.725680 2.153260 -0.0777 0.5806 -0.2542
H -4.018770 23.218080 1.427350 0.0195 0.0648 -0.0625
H -4.853340 24.367510 2.511160 -0.3758 -0.6665 0.1018
H -3.903200 22.960840 3.149070 0.4792 0.4422 0.2873
H -0.229300 27.286700 2.417570 -0.0296 -0.2614 0.2342
H -1.944370 26.989020 2.822950 0.0989 -0.3044 0.1130
H -1.383770 27.060380 1.148530 -0.1752 -0.2661 -0.0882
C 6.221470 30.407920 2.761920 -0.4134 -0.2753 -0.8672
C 6.864200 31.600340 2.207630 0.3080 0.4940 0.2024
N 7.401220 32.553840 1.841350 -0.4259 -0.6484 0.1116
H 6.873110 29.889350 3.465160 -0.2450 0.1853 0.1163
H 5.974990 29.724860 1.949040 0.4484 -0.1240 -0.1650
H 5.220430 30.623730 3.135340 0.3052 0.3005 0.5888
C 2.008950 20.020670 -3.687900 0.8183 0.1509 -0.7293
C 0.846620 19.346120 -3.176560 0.6418 0.8291 0.4000
N -0.036110 18.797710 -2.712120 -1.0626 -0.6027 0.3791
H 2.042910 21.108110 -3.621380 -0.6310 -0.0139 0.0977
H 2.052160 19.753710 -4.743820 0.4427 0.1025 -0.0513
H 2.916840 19.705990 -3.173320 -0.0606 -0.3617 -0.1364
```
Forces are in eV/Å.